(1)
Density functional theory data (ωB97M-V with the def2-TZVPD basis set) for C44H74CuF6N8P as an isolated structure in a non-equilibrium geometry.

The value obtained for the electronic energy is -4737.90477 a.u. For the largest force on an atom, the calculation gives 18.92 eV/Å. The charge is +2. For the energy above the lowest of the compared OMol25 structures with the same formula, charge and spin, the calculation gives 42.386 eV. The LUMO energy comes out at -7.299 eV. The HOMO energy is -11.66 eV.

Cartesian coordinates (Å):
C  1.59  -4.44  -4.46
C  0.27  -3.67  -4.36
C  -0.10  -3.05  -2.99
N  -1.40  -2.09  -2.94
C  -1.88  -1.87  -1.42
C  -3.04  -0.93  -1.31
C  -2.63  0.43  -1.97
C  -2.35  0.22  -3.44
C  -1.12  -0.75  -3.58
C  -2.54  -2.88  -3.65
H  1.68  -4.97  -5.41
H  1.54  -5.23  -3.71
H  2.42  -3.83  -4.10
H  -0.56  -4.22  -4.80
H  0.34  -2.90  -5.12
H  0.65  -2.39  -2.56
H  -0.23  -3.80  -2.21
H  -1.04  -1.58  -0.79
H  -2.28  -2.80  -1.03
H  -3.22  -0.78  -0.24
H  -3.98  -1.37  -1.65
H  -1.72  0.64  -1.41
H  -3.33  1.21  -1.67
H  -2.20  1.18  -3.93
H  -3.27  -0.14  -3.91
H  -0.25  -0.25  -3.18
H  -0.85  -1.05  -4.60
H  -2.30  -2.81  -4.71
H  -3.55  -2.47  -3.54
H  -2.52  -3.89  -3.26
C  -5.15  3.00  4.00
C  -3.71  2.90  4.54
C  -2.75  2.40  3.58
C  -1.23  2.26  4.09
N  -0.32  1.50  2.97
C  -0.79  0.01  2.91
C  0.17  -0.70  3.95
C  1.25  0.15  4.39
C  1.14  1.41  3.51
C  -0.43  2.14  1.60
C  0.34  3.51  1.50
C  0.14  4.27  0.16
H  -5.83  3.48  4.71
H  -5.49  1.99  3.77
H  -5.15  3.57  3.07
H  -3.53  2.37  5.48
H  -3.41  3.91  4.82
H  -2.69  3.09  2.74
H  -3.18  1.60  2.98
H  -1.22  1.66  5.01
H  -0.72  3.22  4.21
H  -0.56  -0.32  1.90
H  -1.84  -0.20  3.13
H  0.46  -1.66  3.53
H  -0.38  -1.09  4.81
H  2.16  -0.44  4.31
H  1.21  0.50  5.42
H  1.70  1.17  2.61
H  1.36  2.37  3.97
H  -1.45  2.17  1.21
H  0.06  1.44  0.93
H  1.40  3.41  1.70
H  0.18  4.24  2.29
H  -0.92  4.39  -0.08
H  0.61  3.73  -0.67
H  0.61  5.26  0.14
Cu  -0.95  -1.43  1.05
P  0.78  -0.29  -0.46
F  0.95  0.04  1.13
F  1.00  1.24  -0.95
F  2.34  -0.58  -0.56
F  0.31  -0.62  -1.98
F  0.49  -1.86  -0.08
F  -0.71  0.15  -0.20
N  1.13  1.24  -4.42
C  1.38  0.46  -5.54
C  1.70  -0.86  -5.10
C  1.52  -0.86  -3.74
C  1.28  0.49  -3.28
H  0.89  2.22  -4.52
H  1.35  0.86  -6.54
H  1.98  -1.71  -5.70
H  1.66  -1.71  -3.09
H  1.12  0.99  -2.33
N  0.31  -4.13  0.55
C  1.18  -3.86  -0.41
C  1.65  -5.10  -0.78
C  1.13  -6.12  -0.01
C  0.23  -5.48  0.79
H  -0.30  -3.42  0.92
H  1.29  -2.82  -0.69
H  2.36  -5.31  -1.56
H  1.45  -7.14  -0.13
H  -0.57  -6.02  1.27
N  -2.95  1.29  0.50
C  -2.42  1.93  -0.59
C  -2.93  3.24  -0.65
C  -3.96  3.26  0.26
C  -4.02  2.07  0.93
H  -2.74  0.34  0.76
H  -1.62  1.47  -1.15
H  -2.48  3.99  -1.28
H  -4.56  4.12  0.51
H  -4.74  1.78  1.68
N  0.88  -2.64  2.59
C  1.12  -2.82  3.90
C  2.25  -2.15  4.22
C  2.67  -1.51  3.05
C  1.79  -1.82  2.03
H  0.11  -3.02  2.06
H  0.41  -3.45  4.41
H  2.74  -2.11  5.18
H  3.53  -0.88  2.89
H  1.89  -1.58  0.99
N  2.61  0.55  1.09
C  3.80  -0.21  1.33
C  4.61  0.54  2.17
C  3.87  1.69  2.50
C  2.73  1.74  1.66
H  1.78  0.19  0.64
H  3.78  -1.26  1.08
H  5.54  0.20  2.59
H  4.14  2.42  3.24
H  1.87  2.38  1.60
N  2.43  2.14  -1.46
C  1.77  3.13  -2.11
C  2.69  3.94  -2.76
C  3.94  3.43  -2.52
C  3.76  2.30  -1.77
H  2.02  1.44  -0.86
H  0.69  3.18  -2.07
H  2.46  4.77  -3.42
H  4.93  3.78  -2.76
H  4.47  1.58  -1.38



(2)
Density functional theory data (ωB97M-V with the def2-TZVPD basis set) for a 6-piece molecular cluster, C44H75BF5IN2O16 overall in a non-equilibrium geometry.

The value obtained for the electronic energy is -3856.87525 a.u. For the largest force on an atom, the calculation gives 1.86 eV/Å. The SMILES is CCCO[C@@H](CCCCCOC)O[C@@](C)(N=C(C)C)[C@@](CCCCN)(O[C@H](I)C(F)(F)C(F)(F)F)B(O)OC.O=C1CCCO1.O=C1CCCO1.O=C1CCCO1.O=C1CCCO1.O=C1CCCO1. The LUMO energy comes out at 0.189 eV. The HOMO energy is -8.70 eV.

Cartesian coordinates (Å):
C  8.61  1.42  -0.31
C  7.17  1.45  0.20
C  6.13  1.15  -0.86
O  4.85  1.31  -0.26
C  3.98  0.21  -0.37
C  4.44  -0.96  0.52
C  3.32  -1.95  0.88
C  3.65  -3.44  0.69
C  2.52  -4.27  1.32
C  1.26  -4.32  0.45
O  0.21  -3.63  1.11
C  -0.82  -3.24  0.23
O  2.74  0.66  0.09
C  1.76  1.06  -0.89
C  2.38  2.04  -1.88
N  1.26  -0.16  -1.47
C  1.46  -0.64  -2.64
C  1.19  0.02  -3.97
C  1.91  -2.07  -2.79
C  0.66  1.71  0.05
C  0.97  3.19  0.30
C  0.29  3.88  1.50
C  -1.17  3.54  1.84
C  -1.36  2.95  3.26
N  -2.05  1.65  3.22
O  -0.67  1.44  -0.45
C  -1.05  1.90  -1.66
I  -1.82  3.95  -1.77
C  -2.15  0.95  -2.17
F  -1.72  -0.33  -2.01
F  -2.34  1.15  -3.51
C  -3.56  1.03  -1.49
F  -4.37  1.87  -2.15
F  -4.14  -0.18  -1.53
F  -3.48  1.40  -0.21
B  0.77  0.86  1.43
O  0.14  -0.36  1.53
O  1.40  1.42  2.50
C  2.13  0.59  3.40
H  9.25  1.90  0.43
H  8.96  0.40  -0.44
H  8.69  1.99  -1.24
H  6.94  2.46  0.56
H  7.01  0.78  1.05
H  6.28  0.17  -1.33
H  6.20  1.90  -1.66
H  3.95  -0.15  -1.41
H  5.23  -1.49  -0.02
H  4.87  -0.50  1.41
H  3.09  -1.84  1.94
H  2.42  -1.73  0.30
H  3.74  -3.67  -0.37
H  4.58  -3.68  1.22
H  2.86  -5.28  1.56
H  2.22  -3.79  2.25
H  0.96  -5.36  0.30
H  1.42  -3.87  -0.53
H  -0.43  -2.66  -0.62
H  -1.36  -4.11  -0.17
H  -1.52  -2.61  0.77
H  3.04  2.71  -1.33
H  1.65  2.66  -2.39
H  3.00  1.54  -2.62
H  1.59  -0.58  -4.78
H  1.60  1.03  -4.07
H  0.11  0.09  -4.11
H  1.37  -2.58  -3.59
H  1.73  -2.62  -1.87
H  2.97  -2.07  -3.03
H  2.04  3.24  0.49
H  0.82  3.79  -0.60
H  0.38  4.96  1.34
H  0.90  3.68  2.39
H  -1.65  2.84  1.17
H  -1.75  4.47  1.82
H  -0.39  2.78  3.72
H  -1.92  3.64  3.89
H  -2.96  1.67  3.65
H  -1.50  0.91  3.63
H  -0.27  1.88  -2.43
H  0.63  -1.09  1.15
H  3.07  0.31  2.95
H  2.35  1.18  4.29
H  1.55  -0.28  3.70
O  -10.80  -0.87  -2.55
C  -9.64  -0.72  -2.29
C  -8.77  0.50  -2.52
C  -7.36  -0.05  -2.36
C  -7.59  -1.21  -1.39
O  -8.91  -1.70  -1.69
H  -9.00  1.23  -1.75
H  -8.96  0.93  -3.50
H  -6.65  0.67  -1.99
H  -7.00  -0.44  -3.31
H  -7.57  -0.89  -0.35
H  -6.88  -2.03  -1.53
O  -0.74  -2.05  -5.36
C  -1.71  -1.71  -5.96
C  -2.09  -0.32  -6.45
C  -3.58  -0.47  -6.77
C  -3.67  -1.95  -7.13
O  -2.66  -2.60  -6.34
H  -1.50  -0.11  -7.34
H  -1.89  0.42  -5.69
H  -3.94  0.19  -7.56
H  -4.16  -0.27  -5.87
H  -3.45  -2.13  -8.19
H  -4.64  -2.39  -6.90
O  7.27  1.45  3.30
C  6.61  2.36  3.70
C  6.75  3.83  3.37
C  5.90  4.50  4.45
C  4.86  3.42  4.73
O  5.54  2.17  4.51
H  6.35  4.00  2.37
H  7.80  4.13  3.41
H  5.45  5.45  4.15
H  6.50  4.67  5.34
H  4.01  3.47  4.05
H  4.49  3.43  5.76
O  -9.76  3.68  -1.31
C  -8.85  3.74  -0.54
C  -8.74  4.59  0.72
C  -7.25  4.53  1.03
C  -6.86  3.18  0.45
O  -7.74  2.98  -0.67
H  -9.35  4.13  1.50
H  -9.10  5.60  0.52
H  -7.00  4.63  2.09
H  -6.72  5.32  0.49
H  -7.02  2.36  1.16
H  -5.83  3.14  0.10
O  3.11  -7.58  2.18
C  2.35  -7.56  3.10
C  2.08  -8.67  4.10
C  0.78  -8.21  4.76
C  0.88  -6.70  4.63
O  1.62  -6.46  3.42
H  2.91  -8.71  4.80
H  1.99  -9.62  3.58
H  0.65  -8.55  5.78
H  -0.07  -8.57  4.18
H  1.44  -6.25  5.46
H  -0.08  -6.21  4.55